(1)
36
Properties=species:S:1:pos:R:3:lowdin_spin:R:1 method="wB97M-V/def2-TZVPD" s2=0.764 e_homo_ev="-11.42 / -11.47" spin_multiplicity=2 energy_ha=-2783.00774 de_lowest_kcal_mol=0.0 total_charge=+1
Ir 0.32 0.77 -0.48 0.06
S 1.73 -1.18 -0.31 0.17
S 4.36 0.66 -3.17 0.03
S 2.04 1.76 -1.75 0.23
S 4.18 -1.96 -1.75 0.06
F 1.28 1.40 1.52 0.01
F -1.89 -0.33 5.57 0.00
F 2.13 1.59 4.09 0.00
F -2.81 -0.42 3.08 0.00
O 5.99 -1.38 -3.59 0.05
N -1.09 0.43 0.88 -0.01
N -1.16 -0.09 -1.78 0.00
C -1.03 -1.55 -1.88 0.00
C -0.79 0.48 2.22 0.00
C 0.47 0.99 2.56 0.00
C -2.38 -0.01 0.37 0.00
C -1.11 0.51 -3.13 0.00
C 3.08 0.47 -2.03 0.15
C -1.11 0.12 4.59 0.00
C 2.97 -0.77 -1.39 0.20
C 0.93 1.07 3.85 0.00
C 5.05 -0.98 -2.98 0.01
C -1.58 0.07 3.29 0.00
C 0.15 0.61 4.89 0.00
C -2.42 0.30 -1.10 0.00
H -2.55 1.38 -1.24 0.00
H -1.12 1.60 -3.06 0.00
H -3.22 0.50 0.85 0.00
H -0.10 -1.80 -2.38 0.00
H -2.52 -1.08 0.56 0.00
H 0.51 0.63 5.91 0.00
H -0.19 0.20 -3.62 0.00
H -1.87 -1.96 -2.46 0.00
H -1.96 0.19 -3.72 0.00
H -3.28 -0.20 -1.55 0.00
H -1.02 -2.01 -0.89 0.00



(2)
72
Properties=species:S:1:pos:R:3:mulliken_charge:R:1 method="wB97M-V/def2-TZVPD" e_homo_ev=0.18 energy_ha=-7188.36421 total_charge=-2
Br 2.25 2.72 2.58 -0.20
Br -1.97 4.51 3.01 -0.19
O -4.84 2.49 -1.00 -0.39
O -5.61 -2.62 -1.14 -0.99
O 3.24 1.97 -1.53 -0.38
O -6.05 4.22 -0.18 -0.67
O -1.88 -1.09 -0.25 -0.59
O 3.37 -0.31 -1.77 -0.60
O 2.28 -4.08 -0.17 -0.29
O 1.39 0.75 -1.51 -0.18
O 2.32 -2.72 4.44 -0.38
O -1.11 -1.84 1.53 -0.62
O -4.22 3.40 0.88 -0.34
O 2.41 -0.65 4.01 -0.35
O -0.73 0.21 1.09 -0.46
O 1.57 -3.71 -2.18 -0.32
O 3.28 -1.28 6.04 -0.69
O 0.11 -3.65 -0.38 -0.54
N -1.24 -0.84 0.77 0.74
C 0.30 2.82 2.53 0.50
C -3.63 1.83 -0.64 0.93
C 4.30 -5.16 -0.48 -1.74
C 2.50 4.16 -2.03 -1.52
C 1.00 2.05 -1.49 0.51
C 2.11 -0.75 1.59 -0.59
C 1.59 -1.16 2.96 0.87
C -5.51 -1.89 -3.55 -1.21
C -5.22 -1.62 -2.10 0.49
C 1.50 -2.62 3.33 0.24
C 1.25 -3.75 -0.87 0.66
C -2.76 2.01 -1.83 -1.49
C -0.03 4.19 3.07 -0.69
C 3.45 -3.95 -0.90 0.72
C 2.27 2.92 -1.17 0.87
C 2.73 0.71 -1.65 0.60
C -3.14 2.64 0.55 -0.07
C 2.69 -1.56 4.93 0.60
C -5.15 3.38 -0.07 0.51
C 2.92 -4.02 -2.33 -0.38
H -2.29 3.26 0.26 0.00
H 2.05 -3.08 2.50 -0.12
H 2.51 3.98 -3.11 0.34
H 2.96 -5.01 -2.77 0.30
H -4.15 -1.43 -2.13 -0.11
H 0.29 2.23 -0.68 -0.72
H -1.76 1.62 -1.67 0.00
H 1.65 -1.32 0.79 -0.03
H -4.86 -2.71 -3.86 0.28
H 0.58 -0.78 3.12 -0.04
H -3.18 1.59 -2.74 0.43
H 3.18 -0.96 1.49 0.69
H -2.67 3.05 -2.17 0.45
H 1.77 4.89 -1.68 0.37
H 0.49 4.98 2.54 0.44
H -6.46 -2.42 -3.60 0.34
H 3.78 -6.11 -0.56 0.38
H -3.84 0.82 -0.31 0.28
H 3.46 4.58 -1.73 0.40
H 0.49 -3.03 3.33 0.30
H -5.64 -0.64 -1.87 -0.03
H -0.06 2.65 1.51 -0.66
H 2.47 2.95 -0.10 -0.14
H 5.23 -5.25 -1.04 0.41
H -0.21 2.09 3.17 0.44
H 4.61 -5.10 0.57 0.37
H -5.42 -1.07 -4.26 0.28
H 1.89 0.31 1.43 -0.61
H 4.02 -3.06 -0.63 0.20
H 3.42 -3.23 -2.89 0.27
H 0.17 4.28 4.14 0.40
H -2.77 1.94 1.30 0.26
H 0.57 2.26 -2.47 0.41



(3)
10
Properties=species:S:1:pos:R:3:nbo_charge:R:1 method="wB97M-V/def2-TZVPD" e_homo_ev="-9.67 / -8.59" energy_ha=-2729.24116 de_lowest_kcal_mol=81.3 total_charge=0
Br 3.63 0.10 -0.22 -0.34
C 0.87 -0.64 0.90 0.01
C 0.14 0.24 0.12 -0.12
C 0.30 -1.18 -0.36 -0.45
C -0.24 1.51 -0.10 -0.27
H -0.30 2.40 0.61 0.23
H 0.84 -1.67 -1.12 0.25
H -0.69 1.67 -1.16 0.21
H -0.66 -1.84 -0.19 0.22
H 1.25 -0.71 1.95 0.26



(4)
47
Properties=species:S:1:pos:R:3:nbo_charge:R:1 method="wB97M-V/def2-TZVPD" e_homo_ev=-7.54 energy_ha=-1672.46997 smiles="Cc1csc2nc(OCC3CCN(C/C=C/I)CC3)c3cccn3c12" total_charge=0
I -8.28 4.71 -1.47 0.12
S 3.20 -4.38 0.08 0.37
O 0.75 0.02 0.30 -0.50
N -3.66 1.43 -2.01 -0.45
N 1.86 -1.98 0.31 -0.51
N 3.90 -0.95 1.92 -0.30
C -1.61 0.25 -0.48 -0.25
C 6.35 -3.03 2.41 -0.63
C -4.80 2.06 -2.62 -0.25
C 3.20 1.15 1.86 -0.28
C 4.04 -2.24 1.41 0.08
C 4.73 -4.47 1.14 -0.33
C 2.98 -2.75 0.61 -0.03
C 1.81 -0.76 0.68 0.56
C 5.04 -3.26 1.69 -0.06
C -0.39 -0.66 -0.26 -0.05
C -2.48 2.27 -1.70 -0.21
C -5.58 2.98 -1.74 -0.20
C 4.25 1.02 2.89 -0.26
C 2.86 -0.15 1.48 0.05
C -6.85 3.27 -2.22 -0.37
C -2.89 -0.52 -0.90 -0.39
C 4.72 -0.23 2.85 -0.09
C -4.03 0.41 -1.06 -0.22
C -1.31 1.38 -1.46 -0.41
H -1.88 0.53 0.55 0.21
H -2.11 2.95 -2.57 0.20
H -6.89 3.00 -3.31 0.20
H -2.70 2.91 -0.87 0.17
H 6.25 -2.84 3.49 0.22
H -5.28 3.32 -0.81 0.21
H 5.48 -0.60 3.45 0.22
H 6.67 -2.05 2.04 0.22
H 2.64 2.06 1.52 0.24
H -0.43 1.96 -1.10 0.22
H 0.01 -1.04 -1.23 0.18
H 4.74 1.81 3.57 0.23
H -4.88 -0.09 -1.45 0.21
H -4.28 0.79 -0.09 0.16
H -0.63 -1.50 0.37 0.19
H 7.09 -3.84 2.30 0.23
H -2.62 -1.14 -1.79 0.21
H -4.63 2.54 -3.52 0.21
H -5.53 1.27 -2.76 0.21
H -3.20 -1.40 -0.19 0.21
H -1.03 1.06 -2.45 0.21
H 5.40 -5.30 1.11 0.23



(5)
92
Properties=species:S:1:pos:R:3:lowdin_spin:R:1 method="wB97M-V/def2-TZVPD" s2=6.008 e_homo_ev="-9.87 / -9.75" spin_multiplicity=5 energy_ha=-21849.38978 total_charge=0
Br -4.57 3.21 -2.20 0.00
Br 2.50 4.55 -1.78 0.00
Br 3.63 -3.86 -3.86 0.00
Br -6.26 0.26 -2.96 0.00
Br 1.37 -7.47 -2.24 0.00
Br -1.64 4.54 -3.92 0.00
Fe 0.30 0.22 1.60 3.74
Cl -0.29 -3.08 -5.40 0.00
Cl -0.93 -4.02 -2.64 0.00
Cl -2.90 -4.33 -4.70 0.00
S 1.72 -2.80 2.58 0.01
S 0.05 0.16 -1.79 0.01
S 1.57 -0.71 4.05 0.01
F 1.20 -0.40 -4.09 0.00
F 2.56 -0.40 -2.46 0.00
F 3.32 1.26 4.00 0.00
F 2.42 -4.58 0.81 0.00
F 4.15 -0.63 3.39 0.00
F 1.02 -3.11 0.05 0.00
F 1.14 -2.02 -2.72 0.00
F 3.74 -0.22 5.49 0.00
F 3.13 -2.58 0.37 0.00
O 2.95 -3.08 3.28 0.01
O 0.39 -0.22 -0.41 0.03
O -1.20 -0.40 -2.24 0.00
O 1.30 -1.62 5.12 0.01
O 0.72 0.48 4.03 0.03
O 0.22 1.58 -2.02 0.00
O -0.98 1.92 1.45 0.03
O -1.48 -0.87 2.19 0.04
O 0.56 -3.54 3.00 0.00
O 1.93 1.58 1.34 0.04
N 1.41 -1.22 2.42 0.03
C 1.34 -0.72 -2.82 0.00
C 3.35 -0.04 4.24 0.00
C -2.15 -1.26 3.39 0.00
C -0.24 4.95 -2.59 0.00
C 2.71 -5.00 -2.58 0.00
C 2.95 1.41 0.33 0.00
C -2.98 -2.62 1.62 0.00
C 2.01 2.94 1.82 0.00
C -2.10 -1.53 1.04 0.00
C 4.12 2.13 0.97 0.00
C -1.86 2.32 0.38 0.00
C -2.96 3.16 1.03 0.00
C 1.98 -6.02 -3.43 0.00
C -4.45 0.69 -3.62 0.00
C -1.29 2.68 2.65 0.00
C -3.66 1.55 -2.64 0.00
C 1.11 4.55 -3.15 0.00
C -1.52 -3.35 -4.13 0.00
C 3.45 3.38 1.56 0.00
C 2.08 -3.29 0.81 0.00
C -2.78 2.90 2.52 0.00
C -2.65 -2.66 3.12 0.00
H -1.31 -1.88 0.38 0.00
H -2.66 -0.78 0.48 0.00
H -3.50 0.97 -1.74 0.00
H 3.09 0.34 0.20 0.00
H 2.02 -4.39 -2.00 0.00
H 1.44 5.09 -4.03 0.00
H -1.34 2.89 -0.39 0.00
H 2.72 1.82 -0.66 0.00
H -3.10 3.73 3.15 0.00
H -0.49 4.54 -1.62 0.00
H -2.76 -3.61 1.21 0.00
H -1.89 -3.43 3.27 0.00
H 1.70 2.90 2.86 0.00
H 4.85 2.45 0.22 0.00
H 1.32 3.57 1.25 0.00
H -0.69 3.60 2.62 0.00
H -4.05 -2.45 1.49 0.00
H 3.96 3.81 2.42 0.00
H 1.00 3.54 -3.54 0.00
H -1.50 -1.14 4.26 0.00
H -2.99 -0.59 3.60 0.00
H 3.39 -5.45 -1.87 0.00
H -1.02 2.09 3.52 0.00
H -2.96 4.22 0.79 0.00
H -3.32 2.02 2.87 0.00
H -4.65 1.26 -4.52 0.00
H -1.89 -2.36 -3.88 0.00
H 4.66 1.55 1.71 0.00
H -3.49 -2.92 3.77 0.00
H -0.28 6.03 -2.46 0.00
H -2.74 1.84 -3.14 0.00
H 3.44 4.12 0.76 0.00
H 2.63 -6.47 -4.17 0.00
H -3.96 -0.25 -3.82 0.00
H -2.24 1.43 -0.13 0.00
H -3.93 2.81 0.68 0.00
H 1.05 -5.65 -3.86 0.00



(6)
18
Properties=species:S:1:pos:R:3:nbo_charge:R:1 method="wB97M-V/def2-TZVPD" e_homo_ev=-7.78 energy_ha=-327.03743 smiles="C=C/C(C)=C/N.O" de_lowest_kcal_mol=58.9 total_charge=0
O -0.65 -2.54 1.03 -0.93
N 2.65 -0.18 -0.74 -0.81
C -2.02 1.19 0.80 -0.45
C -0.64 0.99 0.83 -0.20
C 0.20 0.31 -0.17 -0.17
C 1.56 0.29 0.01 0.06
C -0.43 -0.17 -1.40 -0.64
H 0.17 -0.92 -1.75 0.22
H -2.54 1.67 1.60 0.20
H -0.59 0.63 -2.12 0.22
H -1.09 -1.84 0.56 0.47
H 1.93 0.65 1.01 0.18
H -0.28 1.63 1.66 0.22
H -0.14 -2.01 1.73 0.47
H 2.59 -0.07 -1.72 0.38
H -1.48 -0.40 -1.10 0.22
H 3.56 -0.03 -0.33 0.39
H -2.80 0.81 0.10 0.19



(7)
69
Properties=species:S:1:pos:R:3:nbo_charge:R:1 method="wB97M-V/def2-TZVPD" e_homo_ev=-6.80 energy_ha=-5571.85978 de_lowest_kcal_mol=0.0 total_charge=0
As 0.26 0.00 1.30 0.93
Cu 0.13 -1.23 -0.70 0.69
Si -0.84 -3.65 -1.85 1.80
O 0.57 0.50 -3.01 -0.52
N -0.52 -2.02 -2.32 -1.26
C -2.69 -0.85 -5.06 -0.23
C 1.96 0.67 1.71 -0.26
C 0.70 1.64 -2.24 0.39
C -0.75 -2.08 5.33 -0.21
C -1.08 -1.19 -3.24 0.13
C -0.62 0.07 -3.57 0.20
C 3.07 2.75 2.20 -0.19
C -0.31 -0.77 2.92 -0.38
C -1.17 0.88 -4.56 -0.23
C -2.37 -3.80 -0.83 -1.14
C -0.75 -4.95 -3.17 -1.15
C -1.34 -0.85 5.10 -0.19
C -1.72 2.18 1.32 -0.20
C 0.55 -4.22 -0.69 -1.12
C 4.35 0.78 1.71 -0.21
C -0.44 1.77 1.52 -0.33
C -1.07 -0.17 3.90 -0.21
C -2.29 0.47 -5.24 -0.27
C 2.24 2.89 -0.88 -0.19
C 1.30 3.85 -0.72 -0.29
C -2.05 3.49 1.66 -0.22
C -2.11 -1.63 -4.09 -0.21
C 0.18 3.85 2.54 -0.22
C -1.11 4.30 2.26 -0.20
C 0.13 -2.09 3.11 -0.14
C 0.54 2.60 2.05 0.05
C 0.07 3.73 -1.34 -0.12
C -0.30 2.60 -2.08 -0.35
C 4.26 2.15 1.97 -0.20
C 1.94 1.78 -1.63 -0.31
C -0.01 -2.71 4.34 -0.23
C 3.17 0.05 1.58 -0.22
C 1.90 2.01 2.07 -0.09
H -2.44 1.49 0.78 0.23
H -3.27 -3.44 -1.29 0.24
H 5.16 2.79 1.99 0.22
H 3.30 -1.05 1.40 0.22
H -1.27 2.46 -2.41 0.23
H -1.95 -0.32 5.85 0.22
H -0.70 4.49 -1.17 0.20
H -1.39 0.86 3.81 0.22
H 2.72 1.09 -1.85 0.23
H -1.33 5.32 2.55 0.22
H -2.76 1.17 -5.92 0.21
H -0.97 -4.62 -4.19 0.25
H 3.04 3.82 2.48 0.22
H -3.07 3.91 1.48 0.23
H -0.84 1.87 -4.70 0.21
H -2.40 -2.65 -3.82 0.19
H 0.30 -5.22 -0.39 0.23
H -2.19 -3.25 0.05 0.23
H -0.92 -2.48 6.35 0.22
H -2.43 -4.88 -0.50 0.23
H -3.60 -1.21 -5.62 0.21
H -1.42 -5.76 -2.90 0.23
H 3.26 2.85 -0.50 0.22
H 1.47 4.67 -0.03 0.21
H 0.88 4.49 3.06 0.22
H 0.84 -3.63 0.18 0.21
H 0.25 -5.30 -3.26 0.24
H 5.35 0.33 1.64 0.22
H 0.70 -2.62 2.35 0.20
H 0.43 -3.70 4.48 0.22
H 1.47 -4.27 -1.30 0.23



(8)
8
Properties=species:S:1:pos:R:3:nbo_charge:R:1 method="wB97M-V/def2-TZVPD" e_homo_ev="-8.26 / -8.27" energy_ha=-3584.94281 de_lowest_kcal_mol=48.5 total_charge=0
Br -2.21 -1.22 -0.01 0.13
Cl 1.02 2.04 -0.69 0.01
S 0.56 -1.18 -1.33 0.09
O -0.72 1.99 1.25 -0.50
C -0.36 -0.94 0.14 -0.54
C -0.11 1.43 0.41 0.46
H 1.74 -0.83 -0.82 0.13
H 0.08 -1.29 1.05 0.22



Molar mass in Da, matching the order above: 607.72 703.28 132.99 467.38 1384.35 101.15 624.17 189.46